Record 1
# C38H34BiGeN6O6Se

C38H34BiGeN6O6Se as an isolated structure (ωB97M-V with the def2-TZVPD basis set, the Open Molecules 2025 dataset).

Energy relative to the best compared isomer or geometry (same formula, charge and spin) = 274.4 kJ/mol
E_tot = -188869.4379 eV
E_HOMO (spin up / spin down) = -13.08 / -13.08 eV
<S²> = 0.812
Kohn-Sham gap (spin up / spin down) = 7.06 / 5.32 eV
2S+1 = 2
Charge = +2

Cartesian coordinates (Å):
Bi 1.06 -0.42 -0.40
C 2.25 -2.11 3.45
O 2.87 -1.53 2.35
C 3.61 -2.48 1.56
C 2.74 -3.27 0.59
O 2.41 -2.62 -0.65
C 3.52 -2.62 -1.58
H 2.99 -2.49 4.15
H 1.55 -2.90 3.18
H 1.54 -1.25 5.15
H 4.14 -3.16 2.23
H 4.35 -1.90 1.01
H 1.79 -3.54 1.07
H 3.27 -4.19 0.34
H 3.97 -3.61 -1.59
H 4.27 -1.87 -1.31
H 3.12 -2.39 -2.56
Se -4.30 0.16 5.99
N -4.08 -0.98 4.67
C -2.81 -0.97 4.36
C -2.22 -1.77 3.31
C -3.00 -2.55 2.45
C -2.39 -3.30 1.48
C -1.00 -3.24 1.38
N -0.23 -2.52 2.17
C -0.81 -1.78 3.14
C -0.02 -0.96 4.01
N 1.47 -1.03 4.15
C 2.08 0.32 4.05
C 1.51 1.26 4.82
C 0.24 1.00 5.42
C -0.56 -0.03 4.91
C -1.99 -0.09 5.15
N -2.60 0.61 6.07
H -4.08 -2.54 2.58
H -2.96 -3.92 0.81
H -0.48 -3.81 0.62
H 2.97 0.41 3.46
H 1.97 2.23 4.90
H -0.20 1.70 6.13
O 4.29 4.74 -0.80
C 3.08 5.01 -0.35
O 2.71 6.12 -0.07
C 2.13 3.87 -0.16
C 0.84 4.07 0.29
N 0.21 2.89 0.29
N 1.01 1.92 -0.16
C 2.18 2.49 -0.44
C 3.28 1.61 -0.95
O 4.37 2.06 -1.21
O 2.95 0.35 -1.10
H 4.44 3.78 -0.96
H 0.37 5.00 0.60
H -0.76 2.70 0.49
C 0.54 -2.00 -3.75
Ge -0.11 -0.41 -2.80
C 0.07 1.10 -4.03
C -0.72 1.00 -5.18
C -0.65 1.98 -6.16
C 0.20 3.06 -6.01
C 0.99 3.17 -4.87
C 0.92 2.19 -3.89
C -1.99 -0.72 -2.31
C -2.55 -1.94 -2.60
C -3.87 -2.26 -2.22
C -4.61 -1.36 -1.50
C -4.08 -0.09 -1.17
C -4.83 0.86 -0.44
C -4.33 2.10 -0.18
C -3.06 2.47 -0.66
C -2.29 1.56 -1.35
C -2.77 0.25 -1.61
H -0.07 -2.16 -4.64
H 0.52 -2.90 -3.14
H 1.56 -1.81 -4.09
H -1.40 0.17 -5.30
H -1.26 1.89 -7.05
H 0.26 3.82 -6.78
H 1.66 4.01 -4.75
H 1.56 2.28 -3.02
H -1.97 -2.69 -3.14
H -4.29 -3.22 -2.50
H -5.62 -1.60 -1.20
H -5.83 0.59 -0.12
H -4.93 2.83 0.36
H -2.71 3.49 -0.54
H -1.35 1.86 -1.79

Results of the Mulliken charge analysis, in e, for atoms 1 through 2: 1.004, -0.638


Record 2
# C38H34BrCuINO2PSi

C38H34BrCuINO2PSi as an isolated structure (ωB97M-V with the def2-TZVPD basis set, the Open Molecules 2025 dataset).

E_tot = -185494.5351 eV
E_HOMO = -4.30 eV
Kohn-Sham gap = 6.22 eV
2S+1 = 1
Charge = -1

Cartesian coordinates (Å):
Cu -0.27 -0.41 -0.74
I 2.09 -2.67 -1.34
C 3.42 -1.96 0.11
C 4.68 -1.71 -0.34
C 5.73 -1.45 0.57
C 5.49 -1.53 1.90
C 4.19 -1.79 2.40
C 3.99 -1.93 3.79
C 2.76 -2.18 4.29
C 1.64 -2.17 3.43
C 1.77 -1.99 2.08
P 0.20 -1.53 1.18
C -0.58 -0.48 2.47
C -1.63 -0.87 3.30
C -2.18 0.03 4.21
C -1.69 1.32 4.30
C -0.64 1.72 3.48
C -0.10 0.83 2.56
C -0.77 -3.07 1.22
C -0.23 -4.31 1.56
C -1.00 -5.46 1.49
C -2.32 -5.39 1.09
C -2.87 -4.16 0.73
C -2.10 -3.01 0.79
C 3.08 -1.91 1.50
H 4.88 -1.74 -1.40
H 6.72 -1.24 0.19
H 6.30 -1.40 2.61
H 4.85 -1.85 4.45
H 2.61 -2.32 5.36
H 0.65 -2.24 3.86
H -2.03 -1.88 3.23
H -3.01 -0.29 4.84
H -2.13 2.02 5.00
H -0.27 2.74 3.53
H 0.68 1.16 1.88
H 0.81 -4.37 1.88
H -0.56 -6.42 1.76
H -2.92 -6.29 1.02
H -3.89 -4.09 0.38
H -2.51 -2.06 0.46
Br -2.69 4.50 -1.27
C -2.06 2.96 -2.35
C -1.13 3.56 -3.37
C -0.52 2.91 -4.36
C -0.57 1.47 -4.62
C -1.23 0.57 -3.90
C -2.15 0.84 -2.74
C -2.68 -0.55 -2.34
O -3.74 -0.95 -2.80
O -1.86 -1.24 -1.62
H -0.95 4.62 -3.28
H 0.11 3.49 -5.02
H 0.05 1.11 -5.44
H -1.12 -0.47 -4.17
C 1.38 4.13 -1.58
Si 1.36 2.24 -1.62
C 2.57 1.70 -0.25
C 2.24 1.77 -3.23
N -0.11 1.50 -1.26
C -1.49 1.70 -1.57
C -2.31 1.50 -0.28
C -3.62 1.46 -0.07
C -4.68 1.66 -1.06
C -4.48 1.92 -2.35
C -3.14 2.03 -3.00
H 2.34 4.49 -1.18
H 0.58 4.54 -0.95
H 1.26 4.55 -2.59
H 3.62 1.73 -0.58
H 2.34 0.67 0.05
H 2.48 2.34 0.63
H 3.33 1.83 -3.10
H 1.97 2.43 -4.06
H 1.99 0.74 -3.52
H -1.67 1.43 0.59
H -3.95 1.31 0.95
H -5.71 1.57 -0.70
H -5.33 2.03 -3.00
H -3.26 2.26 -4.06

Results of the Mulliken charge analysis, in e, for atoms 1 through 2: -0.611, 0.143


Record 3
# C38H34Cl2N2O8S4W

C38H34Cl2N2O8S4W as an isolated structure (ωB97M-V with the def2-TZVPD basis set, the Open Molecules 2025 dataset).

Energy relative to the best compared isomer or geometry (same formula, charge and spin) = 141.5 kJ/mol
E_tot = -129532.1641 eV
E_HOMO (spin up / spin down) = -7.06 / -6.80 eV
Kohn-Sham gap (spin up / spin down) = 6.92 / 6.64 eV
2S+1 = 1
Charge = 0

Cartesian coordinates (Å):
W 0.46 0.17 0.34
O -0.76 0.06 2.08
S -0.53 0.31 3.58
C -2.19 -0.11 4.17
C -3.32 0.30 3.22
C -3.57 -0.72 2.11
C -4.26 -0.11 0.88
S -3.22 -0.07 -0.61
O -1.84 0.12 -0.07
C -3.39 -1.74 -1.21
C -3.55 -1.84 -2.59
C -3.66 -3.10 -3.17
C -3.61 -4.23 -2.39
C -3.44 -4.13 -1.01
C -3.33 -2.88 -0.42
C -0.60 2.07 3.86
C -0.01 2.52 5.03
C -0.04 3.87 5.33
C -0.65 4.76 4.44
C -1.22 4.29 3.26
C -1.20 2.94 2.96
H -2.27 0.37 5.14
H -2.17 -1.19 4.32
H -3.10 1.27 2.79
H -4.23 0.43 3.82
H -4.18 -1.55 2.49
H -2.61 -1.12 1.81
H -4.50 0.94 1.05
H -5.19 -0.61 0.59
H -3.57 -0.95 -3.20
H -3.76 -3.18 -4.25
H -3.66 -5.21 -2.84
H -3.38 -5.02 -0.40
H -3.18 -2.81 0.65
H 0.49 1.82 5.69
H 0.42 4.23 6.23
H -0.66 5.81 4.66
H -1.67 4.99 2.56
H -1.60 2.57 2.03
C 1.70 4.74 0.49
C 1.53 3.27 0.78
S 0.29 2.42 -0.14
C 2.25 2.63 1.71
C 3.30 3.32 2.54
S 1.98 0.93 2.08
H 0.94 5.08 -0.22
H 2.68 4.95 0.05
H 1.61 5.34 1.39
H 2.84 3.81 3.41
H 3.83 4.07 1.97
H 4.02 2.60 2.92
O -0.61 -4.99 -2.66
C -0.50 -5.23 -1.37
O -0.65 -6.34 -0.92
C -0.14 -4.10 -0.45
C 0.10 -4.26 0.90
Cl 0.17 -5.66 1.84
N 0.32 -3.04 1.45
N 0.23 -2.09 0.51
C -0.01 -2.70 -0.64
C -0.09 -1.81 -1.85
O -0.33 -2.28 -2.96
O 0.13 -0.58 -1.61
C 0.76 -2.76 2.78
C 2.01 -2.20 2.96
C 2.45 -1.96 4.25
C 1.66 -2.29 5.34
C 0.41 -2.86 5.14
C -0.06 -3.09 3.85
H -0.54 -4.01 -2.88
H 2.62 -1.97 2.09
H 3.43 -1.51 4.40
H 2.02 -2.11 6.34
H -0.21 -3.12 5.99
H -1.02 -3.54 3.68
Cl 8.70 1.26 -1.81
C 7.10 0.69 -1.41
C 6.94 -0.63 -1.02
C 5.66 -1.07 -0.70
C 4.58 -0.21 -0.76
C 4.77 1.11 -1.15
C 6.04 1.57 -1.48
C 3.22 -0.70 -0.36
O 3.07 -1.81 0.13
O 2.27 0.16 -0.58
H 7.79 -1.29 -0.98
H 5.50 -2.09 -0.38
H 3.92 1.78 -1.19
H 6.20 2.60 -1.78

Results of the Mulliken charge analysis, in e, for atoms 1 through 2: 0.728, 1.079


Record 4
# C38H34FN4O6Sn

C38H34FN4O6Sn as an isolated structure (ωB97M-V with the def2-TZVPD basis set, the Open Molecules 2025 dataset).

Energy relative to the best compared isomer or geometry (same formula, charge and spin) = 473.3 kJ/mol
E_tot = -66745.2990 eV
E_HOMO (spin up / spin down) = -11.11 / -11.07 eV
Kohn-Sham gap (spin up / spin down) = 6.07 / 7.53 eV
2S+1 = 1
Charge = +1

Cartesian coordinates (Å):
Sn -0.22 -3.29 -0.16
O 0.94 -7.31 0.62
C 0.85 -6.12 0.45
O -0.20 -5.37 0.57
C 2.11 -5.32 0.13
C 3.38 -5.86 0.00
C 4.43 -5.00 -0.28
C 4.20 -3.64 -0.43
C 2.90 -3.18 -0.29
N 1.91 -4.02 -0.02
C 2.47 -1.72 -0.39
O 3.27 -0.89 -0.79
O 1.25 -1.52 -0.03
H 3.51 -6.92 0.13
H 5.43 -5.39 -0.39
H 4.99 -2.93 -0.66
O -3.77 3.83 -3.72
C -2.99 2.75 -3.91
O -2.87 2.26 -4.99
C -2.29 2.22 -2.67
C -2.08 3.14 -1.55
C -2.24 2.81 -0.26
C -1.44 0.51 -0.15
C -1.15 0.20 -1.68
C -1.93 0.93 -2.72
N -1.25 -0.69 0.64
C -1.18 -0.58 1.89
C -0.84 -1.73 2.76
C -0.92 -1.55 4.13
C -0.60 -2.60 4.98
C -0.22 -3.80 4.42
C -0.15 -3.90 3.04
N -0.44 -2.90 2.22
H -3.84 4.05 -2.78
H -1.81 4.16 -1.80
H -3.02 3.87 1.39
H -1.05 -0.86 -1.89
H -2.17 0.39 -3.63
H -1.37 0.36 2.42
H -1.23 -0.59 4.51
H -0.67 -2.47 6.06
H 0.03 -4.65 5.03
H 0.13 -4.83 2.57
C 2.56 0.82 1.98
C 2.19 1.73 0.79
C 2.94 3.06 0.86
C 0.69 1.91 0.75
C 0.09 2.63 1.84
C -1.04 3.39 1.91
C -2.06 3.77 0.87
C -2.57 1.42 0.13
C -3.99 1.07 0.50
C -4.25 -0.41 0.76
C -4.98 1.58 -0.56
C -0.08 1.23 -0.22
N 0.18 0.85 -1.45
C 1.20 1.17 -2.37
C 1.67 2.47 -2.49
C 2.68 2.75 -3.39
C 3.20 1.74 -4.18
C 2.72 0.44 -4.08
C 1.72 0.17 -3.18
F 1.21 -1.07 -3.08
H 3.59 0.50 1.86
H 1.94 -0.07 1.99
H 2.47 1.34 2.93
H 2.50 1.18 -0.11
H 2.66 3.62 1.76
H 2.74 3.69 0.00
H 4.01 2.87 0.90
H 0.72 2.69 2.72
H -1.19 3.89 2.85
H -1.82 4.78 0.50
H -4.22 1.62 1.43
H -3.89 -1.03 -0.06
H -5.33 -0.58 0.84
H -3.80 -0.78 1.68
H -4.85 1.04 -1.50
H -4.85 2.65 -0.75
H -6.00 1.43 -0.22
H 1.23 3.25 -1.87
H 3.05 3.76 -3.49
H 3.99 1.96 -4.89
H 3.11 -0.36 -4.69

Results of the Mulliken charge analysis, in e, for atoms 1 through 2: 0.965, -0.660


Record 5
# C38H34N3O3P2V

C38H34N3O3P2V as an isolated structure (ωB97M-V with the def2-TZVPD basis set, the Open Molecules 2025 dataset).

Energy relative to the best compared isomer or geometry (same formula, charge and spin) = 0.0 kJ/mol
E_tot = -94824.3643 eV
E_HOMO (spin up / spin down) = -14.11 / -14.09 eV
<S²> = 2.018
Kohn-Sham gap (spin up / spin down) = 7.36 / 7.68 eV
2S+1 = 3
Charge = +2

Cartesian coordinates (Å):
V -0.02 -0.11 0.23
O 2.64 -0.37 -0.74
N 1.95 0.16 0.36
C 2.75 0.81 1.12
C 2.42 1.55 2.34
C 3.48 2.31 2.83
C 3.33 3.08 3.97
C 2.12 3.07 4.65
C 1.06 2.30 4.17
C 1.18 1.56 3.01
P -0.22 0.49 2.53
C -0.24 -0.65 3.94
C 0.81 -1.56 4.05
C 0.92 -2.38 5.16
C -0.03 -2.28 6.18
C -1.07 -1.37 6.08
C -1.18 -0.55 4.96
C -1.74 1.46 2.56
C -1.77 2.85 2.69
C -2.98 3.53 2.61
C -4.16 2.83 2.38
C -4.13 1.45 2.22
C -2.93 0.77 2.31
H 1.99 -0.86 -1.27
H 3.79 0.83 0.79
H 4.43 2.29 2.32
H 4.16 3.67 4.34
H 2.00 3.65 5.55
H 0.13 2.28 4.73
H 1.56 -1.63 3.27
H 1.74 -3.08 5.24
H 0.05 -2.92 7.05
H -1.80 -1.29 6.87
H -2.00 0.16 4.89
H -0.86 3.41 2.85
H -3.00 4.61 2.72
H -5.10 3.37 2.30
H -5.05 0.91 2.02
H -2.92 -0.31 2.18
O -3.71 0.56 -0.93
C -2.58 0.89 -0.84
O -1.56 -0.03 -0.63
C -2.05 2.30 -0.93
P -0.24 2.31 -0.59
C 0.55 2.13 -2.22
C -0.02 1.33 -3.21
C 0.63 1.14 -4.42
C 1.87 1.75 -4.64
C 2.44 2.54 -3.66
C 1.79 2.73 -2.45
C 0.10 4.03 -0.11
C -0.44 5.03 -0.92
C -0.23 6.36 -0.61
C 0.53 6.71 0.50
C 1.08 5.72 1.30
C 0.87 4.38 0.99
H -2.56 2.91 -0.18
H -2.28 2.71 -1.91
H -1.00 0.88 -3.07
H 0.17 0.55 -5.20
H 2.37 1.61 -5.59
H 3.39 3.02 -3.84
H 2.23 3.37 -1.69
H -1.02 4.77 -1.80
H -0.65 7.13 -1.25
H 0.69 7.76 0.73
H 1.68 5.99 2.16
H 1.31 3.62 1.62
N 0.48 -1.86 -1.94
C 0.24 -2.78 -0.91
C 0.36 -4.15 -1.06
C 0.10 -4.96 0.02
C -0.29 -4.39 1.23
C -0.35 -3.02 1.31
N -0.05 -2.21 0.28
H 0.81 -2.28 -2.80
H -0.33 -1.29 -2.16
H 0.62 -4.56 -2.03
H 0.18 -6.04 -0.08
H -0.54 -5.00 2.09
H -0.65 -2.54 2.23

Results of the Mulliken charge analysis, in e, for atoms 1 through 2: -0.201, -0.525


Across the entries above, strongest force on any atom takes the values 1.28 0.60 0.96 0.28 1.76 eV/Å, respectively.